Density functional theory data (ωB97M-V/def2-TZVPD) for a molecular structure, C22H35AsBCl2GaIN7OS2Se.

Cartesian coordinates (Å):
I  2.893  -4.021  -0.677
Se  -2.307  0.423  0.506
As  -0.824  0.049  -2.501
Ga  -0.129  -0.553  0.203
Cl  -0.350  3.239  -0.220
Cl  1.246  4.037  -2.559
S  2.107  -0.187  -0.342
S  0.021  -1.597  2.345
O  -0.379  -2.431  -0.530
N  3.443  2.159  -0.572
N  2.529  -1.995  3.327
N  2.102  0.105  2.941
N  -3.213  -1.031  2.788
N  2.360  1.996  1.312
N  -2.472  0.924  3.367
N  -0.623  -4.439  -1.469
C  0.582  4.539  -1.003
C  -3.368  -0.193  6.789
C  -3.357  -0.970  4.167
C  3.706  3.307  0.148
C  1.397  -3.197  -1.950
C  -1.898  2.265  3.339
C  -2.662  0.102  2.336
C  3.637  -1.277  3.731
C  2.365  -3.435  3.468
C  -1.757  -1.432  -3.360
C  2.623  1.384  0.159
C  0.068  -3.325  -1.274
C  1.612  -1.134  2.851
C  -3.859  -1.871  5.098
C  3.367  0.025  3.486
C  4.009  1.816  -1.870
C  0.619  0.366  -3.767
C  -2.878  0.281  4.537
C  3.020  3.204  1.312
C  -3.854  -1.456  6.414
C  -2.873  0.700  5.862
C  -2.041  1.496  -2.954
B  1.441  1.419  2.426
H  -3.387  0.084  7.834
H  -1.623  2.446  -2.633
H  -4.236  -2.118  7.179
H  4.749  1.025  -1.761
H  -2.996  1.338  -2.457
H  -2.192  1.507  -4.033
H  0.370  1.144  1.931
H  -1.493  -4.576  -0.978
H  -1.082  -2.269  -3.532
H  1.381  2.227  3.315
H  1.744  -3.666  4.332
H  2.954  3.876  2.149
H  4.494  -1.758  4.167
H  -0.251  -5.198  -2.016
H  3.348  -3.876  3.604
H  4.357  4.075  -0.233
H  1.644  -2.151  -2.097
H  -2.501  1.672  6.157
H  -0.086  5.376  -1.166
H  -3.471  -1.794  2.183
H  -1.901  2.632  2.317
H  -4.239  -2.841  4.809
H  1.437  -0.330  -3.591
H  0.248  0.249  -4.784
H  -0.877  2.240  3.714
H  1.903  -3.838  2.570
H  0.982  1.382  -3.628
H  -2.583  -1.762  -2.731
H  -2.511  2.915  3.959
H  1.430  -3.731  -2.896
H  3.965  0.902  3.661
H  -2.146  -1.101  -4.322
H  1.401  4.799  -0.345
H  4.481  2.702  -2.283
H  3.216  1.487  -2.537

## Properties
* HOMO level: -13.15 eV
* ΔE to the lowest compared entry with this formula, charge and spin: 1.1 kcal per mole
* LUMO energy: -5.03 eV
* net charge: +2
* frontier orbital gap: 8.125 eV
* calculated total energy: -9918.9023 Ha